1.
Computed, not measured: a molecular structure, C41H35N10O2PbSe, with ωB97M-V with the def2-TZVPD basis set.

- Energy above the lowest of the compared OMol25 structures with the same formula, charge and spin: 519.91 kJ/mol
- Lowest unoccupied orbital energy (spin up / spin down): -3.3884 / -4.0854 eV
- HOMO level (spin up / spin down): -0.36494 / -0.36495 hartree
- Energy: -4875.2506 Eh
- Multiplicity: 1
- Net charge: +1
- Gap between HOMO and LUMO (spin up / spin down): 6.542 / 5.845 eV

Atoms and positions in Å:
Pb1 -0.44944 -0.88057 -0.74187
O1 0.83169 -1.93417 -2.27486
C1 1.09089 -3.20329 -2.32992
C2 2.24763 -3.59694 -3.05548
C3 2.58156 -4.90869 -3.25791
C4 1.75581 -5.93388 -2.77212
C5 0.64924 -5.59536 -2.04650
C6 0.29957 -4.25203 -1.75040
C7 -0.80895 -4.13016 -0.84406
N1 -1.26764 -3.10941 -0.20220
C8 -2.30236 -3.35217 0.80056
C9 -3.52989 -2.43778 0.65243
N2 -3.50416 -0.99629 0.75377
C10 -2.77116 -0.17347 1.36476
C11 -2.50913 1.40913 3.87021
C12 -3.01346 1.79271 5.19505
C13 -2.31906 1.60631 6.32756
C14 -0.92010 1.18083 6.43950
C15 -0.08389 0.88559 5.43859
C16 -0.52512 0.83182 4.03333
O2 0.39639 0.42897 3.04154
H1 2.85287 -2.79363 -3.45632
H2 3.48597 -5.15640 -3.79933
H3 1.99003 -6.97039 -2.96971
H4 0.01162 -6.38325 -1.66045
H5 -1.27696 -5.09729 -0.62136
H6 -2.67781 -4.37949 0.71817
H7 -1.86169 -3.25642 1.79760
H8 -3.95190 -2.64295 -0.33500
H9 -4.28668 -2.75401 1.37698
H10 -3.04715 0.87690 1.24939
H11 -3.99947 2.24470 5.23974
H12 -2.79148 1.87043 7.26602
H13 -0.51851 1.16092 7.44476
H14 0.95151 0.62986 5.62698
C17 2.04844 1.49261 -6.16131
C18 1.39813 1.60043 -4.81384
C19 2.09455 2.08344 -3.70837
C20 1.48612 2.17959 -2.47824
C21 0.15548 1.76958 -2.25454
N3 -0.42081 1.82504 -0.99356
C22 -0.13336 2.88910 -0.19959
C23 0.21986 4.13625 -0.79559
C24 0.68073 5.20992 -0.08116
C25 0.86396 5.09218 1.29757
C26 1.58802 6.13462 2.09476
C27 0.36483 3.95312 1.92255
C28 -0.21140 2.88765 1.24160
N4 -0.90417 1.89267 1.97930
C29 -1.25291 2.09967 3.37811
C30 -1.86312 0.05658 3.74616
C31 -1.58649 -0.34565 2.29012
N5 -0.46321 0.55840 1.89579
C32 -0.51801 1.22220 -3.37352
C33 0.09185 1.17290 -4.61590
N6 -1.84865 0.72458 -3.28962
C34 -2.89482 1.08810 -4.06182
C35 -3.94538 0.25905 -3.74658
C36 -3.43513 -0.60062 -2.76625
N7 -2.16900 -0.31445 -2.49967
H15 2.99688 2.02550 -6.18020
H16 1.40590 1.89500 -6.94448
H17 2.24141 0.44505 -6.40124
H18 3.12795 2.38832 -3.81836
H19 2.04649 2.54898 -1.63370
H20 0.11595 4.22039 -1.86816
H21 0.93466 6.13169 -0.58875
H22 1.92080 6.95479 1.46183
H23 2.46814 5.69741 2.57015
H24 0.95698 6.54188 2.88623
H25 0.46578 3.90034 2.99841
H26 -1.09779 3.10759 3.73773
H27 -2.18864 -0.74837 4.39852
H28 -1.16066 -1.34575 2.25788
H29 -0.46749 0.76395 -5.44900
H30 -2.82681 1.90743 -4.75695
H31 -4.93965 0.27694 -4.15539
H32 -3.93113 -1.41269 -2.26325
Se1 3.83798 0.97276 0.49444
N8 4.72201 -0.39332 1.13148
C37 3.89252 -1.42141 1.14652
C38 4.19740 -2.74303 1.55443
C39 3.19444 -3.65731 1.49705
C40 1.89496 -3.27762 1.06403
N9 1.55492 -2.07832 0.67398
C41 2.54834 -1.14345 0.67639
N10 2.34907 0.09174 0.25376
H33 5.19526 -2.99432 1.88689
H34 3.36735 -4.68326 1.78999
H35 1.10271 -4.01798 1.05395



2.
Computed, not measured: 2 unconnected molecules or ions with the total composition C7H9ClO2, with ωB97M-V with the def2-TZVPD basis set.

- Energy above the lowest of the compared OMol25 structures with the same formula, charge and spin: 149.18 kJ/mol
- Lowest unoccupied orbital energy: 0.7373 eV
- HOMO level: -0.31970 hartree
- Energy: -882.6764 Eh
- Multiplicity: 1
- SMILES: CC1(C)CC1=C=O.O=CCl
- Net charge: 0
- Gap between HOMO and LUMO: 9.437 eV

Atoms and positions in Å:
C1 1.16998 -1.15041 -1.64867
C2 0.11711 -0.44002 -0.83655
C3 -0.28239 0.90851 -1.46484
C4 -0.81315 -1.32416 -0.01384
C5 0.19142 -0.61689 0.69319
C6 1.14731 -0.31474 1.42127
O1 1.89977 0.11948 2.19236
H1 2.02665 -1.20550 -1.11245
H2 1.29002 -0.59675 -2.57008
H3 0.77578 -2.17907 -1.83435
H4 0.43619 1.73303 -1.22364
H5 -1.16178 1.21721 -1.05014
H6 -0.48373 1.00597 -2.60561
H7 -0.83315 -2.48219 -0.12318
H8 -1.76829 -0.87097 0.27670
O2 -1.20732 2.02780 1.29965
C7 -0.85580 1.66559 2.38152
Cl1 -1.46772 0.24346 3.13007
H9 -0.18088 2.25965 3.08857



3.
Computed, not measured: 14 unconnected molecules or ions with the total composition H28O14, with ωB97M-V with the def2-TZVPD basis set.

- Energy above the lowest of the compared OMol25 structures with the same formula, charge and spin: 327.37 kJ/mol
- Lowest unoccupied orbital energy: -0.3672 eV
- HOMO level: -0.39206 hartree
- Energy: -1070.0763 Eh
- Multiplicity: 1
- Net charge: 0
- Gap between HOMO and LUMO: 10.301 eV

Atoms and positions in Å:
O1 -0.10004 3.14209 -1.51484
H1 -0.59794 2.33002 -1.55390
H2 -0.31503 3.69466 -0.80654
O2 0.53557 -2.13849 0.28029
H3 -0.23541 -1.72029 -0.14788
H4 1.18006 -2.31665 -0.37576
O3 3.68392 -0.44202 2.88009
H5 3.25625 -0.31526 3.71687
H6 3.53558 0.12208 2.16703
O4 -1.87260 0.30209 -3.30982
H7 -1.09589 -0.23142 -3.16237
H8 -2.06468 -0.07591 -4.16715
O5 2.43283 -0.42911 0.12238
H9 2.40476 0.39582 0.61733
H10 1.86146 -0.98073 0.64859
O6 -1.12892 -4.07389 2.27949
H11 -0.45865 -4.11697 2.98693
H12 -1.03272 -3.12716 2.08439
O7 -4.13643 -1.44676 2.99567
H13 -3.55936 -0.78810 3.41342
H14 -3.64565 -2.22202 3.27256
O8 2.65328 3.91294 -1.09698
H15 1.79839 3.54997 -1.42138
H16 3.26727 3.60913 -1.80759
O9 0.15112 -2.13943 -2.62306
H17 -0.76562 -2.38937 -2.70690
H18 0.45557 -2.71231 -3.31014
O10 -2.34390 4.14376 1.20722
H19 -2.20892 4.79096 1.90283
H20 -2.99457 4.62543 0.71704
O11 1.19852 1.27163 2.77643
H21 1.07108 1.95923 2.11303
H22 0.64409 0.48982 2.63302
O12 -3.00873 -2.35178 -3.22117
H23 -2.82736 -2.27563 -2.28339
H24 -2.62548 -3.14144 -3.59768
O13 -1.11966 -0.06776 2.72026
H25 -1.74592 -0.63486 3.12309
H26 -1.67572 0.54654 2.19524
O14 3.98913 0.18417 -3.48021
H27 4.13995 0.28586 -2.53877
H28 3.30038 0.78115 -3.72766



4.
Computed, not measured: a single C4H7NO molecule, with ωB97M-V with the def2-TZVPD basis set.

- Energy above the lowest of the compared OMol25 structures with the same formula, charge and spin: 440.54 kJ/mol
- Lowest unoccupied orbital energy: 0.8683 eV
- HOMO level: -0.30340 hartree
- Energy: -286.4639 Eh
- Multiplicity: 1
- Net charge: 0
- Gap between HOMO and LUMO: 9.124 eV

Atoms and positions in Å:
C1 -2.53410 0.41748 0.51980
N1 -1.22431 0.51339 0.47398
C2 -0.53145 -0.15196 -0.62337
C3 0.86953 -0.56406 -0.28442
C4 1.83616 0.31447 0.36049
O1 1.15650 -0.69849 1.10028
H1 -1.11217 -1.06376 -0.75141
H2 -2.80986 0.17496 -0.54164
H3 -0.68844 0.56684 1.33965
H4 -0.58753 0.43604 -1.54755
H5 1.22251 -1.38973 -0.90034
H6 2.89712 0.13732 0.20064
H7 1.55210 1.33667 0.61136